1.
Computed, not measured: 2 unconnected molecules or ions with the total composition C4H10N3, with ωB97M-V/def2-TZVPD.

```
17
C4H10N3 ωB97M-V/def2-TZVPD
C 2.79 1.01 0.50
C 0.36 1.32 0.45
C -1.31 -0.02 1.24
C -1.69 1.10 -0.78
N 1.56 1.09 0.29
N -0.85 0.75 0.34
N 0.41 -1.55 -0.28
H 3.04 0.48 1.52
H 3.55 1.01 -0.26
H -2.39 -0.38 0.97
H 1.01 -1.33 -1.08
H -0.79 -0.36 2.25
H -2.43 0.36 -0.97
H -1.93 2.10 -0.92
H -0.99 1.04 -1.61
H 1.07 -1.77 0.36
H -0.22 -2.28 -0.64
```

Its multiplicity is 1. The calculation puts the energy above the lowest of the compared OMol25 structures with the same formula, charge and spin at 135.6 kcal per mole. Its LUMO energy is -4.47 eV. For the HOMO energy, the calculation gives -12.5 eV. As for the total charge: +1.



2.
Computed, not measured: 2 unconnected molecules or ions with the total composition C4H10N3, with ωB97M-V/def2-TZVPD.

```
17
C4H10N3 ωB97M-V/def2-TZVPD
N 2.92 1.55 1.35
C 1.79 1.30 0.71
N 0.87 0.48 1.12
H 3.22 1.01 2.15
H 3.54 2.26 0.98
H 1.65 1.78 -0.25
H 0.01 0.40 0.55
H 0.94 0.03 2.02
C -1.79 -0.31 -0.36
C -1.07 0.27 -1.32
C -2.01 -2.53 -0.97
N -1.81 -1.67 -0.07
H -2.44 0.27 0.28
H -0.65 -0.36 -2.10
H -0.94 1.34 -1.40
H -1.94 -3.58 -0.72
H -2.29 -2.25 -1.98
```

Its multiplicity is 1. The calculation puts the energy above the lowest of the compared OMol25 structures with the same formula, charge and spin at 38.6 kcal per mole. Its LUMO energy is -3.40 eV. For the HOMO energy, the calculation gives -12.8 eV. As for the total charge: +1.



3.
Computed, not measured: 2 unconnected molecules or ions with the total composition C4H10N3O, with ωB97M-V/def2-TZVPD.

```
18
C4H10N3O ωB97M-V/def2-TZVPD
C -0.32 1.54 2.24
C -1.19 -1.45 -1.51
C 1.15 -1.58 -0.69
C -0.11 0.51 -0.67
N -0.42 0.72 1.31
N -0.11 -0.83 -0.88
N -1.05 1.30 -1.10
O -2.18 -0.83 -1.80
H -0.93 1.55 3.15
H 0.46 2.28 2.20
H -0.99 -2.55 -1.67
H 1.59 -1.31 0.26
H 0.95 -2.60 -0.91
H 1.97 -1.31 -1.43
H 0.81 0.94 -0.66
H -1.29 -0.02 1.24
H -1.12 2.37 -1.22
H -1.91 0.92 -1.52
```

Its multiplicity is 1. The calculation puts the energy above the lowest of the compared OMol25 structures with the same formula, charge and spin at 43.3 kcal per mole. Its LUMO energy is -3.40 eV. For the HOMO energy, the calculation gives -14.5 eV. As for the total charge: +1.



4.
Computed, not measured: 2 unconnected molecules or ions with the total composition C4H10N3O, with ωB97M-V/def2-TZVPD.

```
18
C4H10N3O ωB97M-V/def2-TZVPD
C 0.91 -1.16 -1.44
C 0.27 -1.55 -2.54
C 1.70 0.74 -0.16
N 1.03 0.22 -1.13
H 1.36 -1.83 -0.71
H -0.16 -0.83 -3.22
H 0.17 -2.61 -2.75
H 1.77 1.82 -0.12
H 2.18 0.08 0.56
H 0.51 0.86 -1.73
N -0.37 -0.24 2.05
C -1.39 0.29 1.31
N -1.78 1.55 1.61
O -1.95 -0.37 0.39
H -0.32 0.13 3.00
H -0.44 -1.25 2.03
H -1.06 2.21 1.89
H -2.46 1.95 0.96
```

The expectation value of S² is 0.76. Its multiplicity is 2. Its LUMO energy (alpha / beta) is -9.00 / -13.74 eV. For the HOMO energy (alpha / beta), the calculation gives -18.6 / -18.5 eV. As for the total charge: +2.



5.
Computed, not measured: a gas-phase ion, C4H10N3O2 (charge +1), with ωB97M-V/def2-TZVPD.

```
19
C4H10N3O2 ωB97M-V/def2-TZVPD
C -0.54 0.63 0.12
C -1.39 -0.74 -0.22
C 2.79 -1.00 0.24
C 0.84 0.42 -0.30
N -1.19 1.75 -0.46
N -2.49 -0.53 -0.83
N 1.49 -0.49 0.31
O -0.57 0.53 1.61
O -1.01 -1.70 0.35
H 3.51 -0.31 -0.22
H 3.27 -0.96 1.22
H 2.61 -1.98 -0.24
H 1.13 0.82 -1.21
H -0.61 2.42 -1.04
H -1.87 2.13 0.19
H -2.53 0.39 -1.32
H -2.93 -1.36 -1.25
H 0.94 -0.91 0.99
H -1.44 0.90 2.07
```

Its multiplicity is 1. The calculation puts the energy above the lowest of the compared OMol25 structures with the same formula, charge and spin at 39.8 kcal per mole. Its LUMO energy is -4.82 eV. For the HOMO energy, the calculation gives -13.4 eV. As for the total charge: +1.



6.
Computed, not measured: a single C4H10N3O3PS molecule, with ωB97M-V/def2-TZVPD.

```
22
C4H10N3O3PS ωB97M-V/def2-TZVPD
C 3.08 -0.85 1.13
C 2.39 0.26 1.42
C -0.32 2.05 -0.44
C 0.87 0.43 0.93
N -0.61 -1.88 -1.77
N 0.76 1.64 0.26
N -1.98 -1.39 -1.35
O -1.44 1.20 -0.44
O -3.60 -0.08 -0.08
O -0.24 3.16 -0.94
P -2.10 -0.47 0.10
S -1.68 -1.48 1.71
H 4.16 -0.86 1.43
H 2.75 -1.64 0.46
H 2.82 1.19 1.87
H 0.20 0.50 1.84
H 0.55 -0.41 0.40
H -0.83 -2.48 -2.50
H -0.14 -1.05 -2.17
H 1.58 2.24 0.24
H -2.54 -0.94 -2.21
H -3.68 0.86 0.11
```

Its multiplicity is 1. Its LUMO energy is 0.07 eV. For the HOMO energy, the calculation gives -9.3 eV.



7.
Computed, not measured: a gas-phase ion, C4H10N3S (charge +1), with ωB97M-V/def2-TZVPD.

```
18
C4H10N3S ωB97M-V/def2-TZVPD
C 0.13 1.57 1.69
C -0.11 1.77 0.21
C -0.12 -0.69 0.52
C 0.62 0.26 -1.59
N 0.21 0.46 2.20
N -0.80 -3.02 1.43
N -0.27 0.41 -0.42
S -1.54 -1.67 0.78
H 0.23 2.48 2.28
H -1.00 2.38 0.04
H 0.76 2.28 -0.21
H 0.81 -1.25 0.50
H 1.66 0.20 -1.25
H 0.38 -0.66 -2.13
H 0.51 1.10 -2.26
H -0.88 -3.05 2.44
H -1.16 -3.88 1.02
H -1.24 0.36 -0.74
```

Its multiplicity is 1. The calculation puts the energy above the lowest of the compared OMol25 structures with the same formula, charge and spin at 71.7 kcal per mole. Its LUMO energy is -3.44 eV. For the HOMO energy, the calculation gives -12.7 eV. As for the total charge: +1.



8.
Computed, not measured: a molecular structure, C4H10N4, with ωB97M-V/def2-TZVPD.

```
18
C4H10N4 ωB97M-V/def2-TZVPD
C -1.41 -0.38 1.12
N -0.04 -0.61 0.63
N 0.28 -1.96 0.34
H 0.68 -0.23 1.25
H 0.17 -2.54 1.17
H -0.36 -2.28 -0.39
H -1.64 -1.02 1.97
H -2.11 -0.59 0.31
H -1.51 0.67 1.42
C -0.32 1.63 -1.03
C 0.55 0.42 -0.92
N 0.85 -0.32 -1.88
C 2.02 1.06 0.22
N 2.99 1.50 0.68
H 1.41 -1.14 -1.66
H -1.26 1.37 -1.51
H -0.48 2.09 -0.06
H 0.19 2.35 -1.66
```

Its multiplicity is 1. The calculation puts the energy above the lowest of the compared OMol25 structures with the same formula, charge and spin at 96.4 kcal per mole. Its LUMO energy is 0.42 eV. For the HOMO energy, the calculation gives -9.2 eV.



| no. | molecular weight (g/mol) | DFT total energy (Eh) |
| --- | --- | --- |
| 1 | 100.14 | -322.2445 |
| 2 | 100.14 | -322.3991 |
| 3 | 116.14 | -397.6102 |
| 4 | 116.14 | -397.1543 |
| 5 | 132.14 | -472.8717 |
| 6 | 211.18 | -1287.9264 |
| 7 | 132.21 | -720.5161 |
| 8 | 114.15 | -377.2932 |